#a
{
  "formula": "C2H11O4",
  "method": "ωB97M-V/def2-TZVPD",
  "species": ["C", "O", "C", "H", "H", "H", "H", "H", "H", "H", "O", "H", "H", "O", "H", "H", "O"],
  "xyz": [[-1.043, -0.568, 0.500], [0.218, -0.506, -0.105], [-2.145, 0.070, -0.336], [-0.981, -0.224, 1.540], [-1.271, -1.631, 0.715], [-2.942, 0.378, 0.371], [-2.653, -0.665, -0.966], [-1.872, 0.941, -0.922], [1.209, 2.038, -0.935], [0.147, 1.074, -1.238], [0.572, 1.868, -1.639], [2.713, -1.753, 0.369], [1.312, -1.481, -0.278], [2.112, -2.144, -0.270], [1.564, 1.082, 1.816], [1.180, 0.442, 0.459], [1.880, 1.079, 0.917]],
  "mol_weight_g_mol": 99.11,
  "orbital_gap_ev": 8.699,
  "charge": -1,
  "e_homo_ev": -4.665
}

#b
{
  "formula": "C2H11O4",
  "method": "ωB97M-V/def2-TZVPD",
  "species": ["C", "O", "C", "H", "H", "H", "H", "H", "H", "H", "O", "H", "H", "O", "H", "H", "O"],
  "xyz": [[0.498, -2.029, -0.414], [-0.420, -1.272, 0.301], [-0.069, -2.544, -1.724], [0.870, -2.900, 0.166], [1.463, -1.562, -0.653], [-0.424, -1.660, -2.264], [-0.806, -3.344, -1.768], [0.790, -2.867, -2.341], [-1.027, 2.387, 2.318], [-2.528, 2.182, 2.510], [-1.718, 2.291, 2.980], [1.221, 3.226, 1.538], [1.079, 2.347, 0.261], [1.595, 3.115, 0.644], [-0.205, 1.570, -1.269], [-0.256, -0.307, 0.076], [-0.063, 1.367, -0.361]],
  "mol_weight_g_mol": 99.11,
  "orbital_gap_ev": 8.329,
  "charge": -1,
  "e_homo_ev": -4.362
}

Most stable pick: #a. Distance to second place: 41.9 kJ/mol.

#a
{
  "formula": "C9H15NO",
  "method": "ωB97M-V/def2-TZVPD",
  "species": ["N", "C", "C", "C", "H", "H", "H", "H", "H", "H", "H", "H", "H", "O", "C", "C", "C", "C", "C", "C", "H", "H", "H", "H", "H", "H"],
  "xyz": [[-1.797, -0.434, -0.157], [-2.004, -1.101, -1.440], [-1.243, -0.663, 2.221], [-1.367, -1.369, 0.880], [-2.682, -0.003, 0.141], [-1.029, -1.462, -1.807], [-2.408, -0.376, -2.167], [-2.696, -1.958, -1.377], [-2.220, -0.254, 2.532], [-0.522, 0.168, 2.145], [-0.892, -1.364, 2.997], [-2.059, -2.228, 0.972], [-0.380, -1.764, 0.573], [-0.794, 1.435, -0.034], [3.278, 0.829, -0.661], [2.770, 2.097, -0.372], [2.407, -0.256, -0.742], [1.406, 2.283, -0.164], [1.039, -0.078, -0.536], [0.539, 1.192, -0.247], [-1.284, 0.581, -0.122], [4.355, 0.687, -0.824], [3.447, 2.959, -0.305], [2.792, -1.259, -0.969], [0.991, 3.274, 0.064], [0.354, -0.934, -0.600]],
  "mol_weight_g_mol": 153.22,
  "orbital_gap_ev": 8.498,
  "e_homo_ev": -7.776
}

#b
{
  "formula": "C9H15NO",
  "method": "ωB97M-V/def2-TZVPD",
  "species": ["C", "C", "C", "C", "C", "C", "C", "C", "C", "H", "H", "H", "H", "H", "H", "H", "H", "H", "H", "H", "H", "H", "H", "H", "N", "O"],
  "xyz": [[-2.369, -1.448, 0.397], [-2.033, 0.627, -0.685], [-0.839, 1.753, -0.666], [0.108, 1.530, 0.577], [-0.344, 0.090, 1.226], [-0.150, -0.642, -0.108], [1.083, -1.619, -0.198], [1.971, -0.256, 0.031], [1.646, 1.424, 0.331], [-1.514, -2.300, 0.988], [-3.384, -2.022, -0.216], [-2.630, -0.490, 1.179], [-2.574, 0.624, -1.521], [-2.519, 0.715, 0.324], [-1.633, 2.732, -0.865], [-0.401, 1.686, -1.679], [-0.267, 2.511, 1.130], [0.459, -0.281, 2.127], [-1.240, 0.208, 1.670], [0.302, -0.041, -1.023], [1.229, -2.206, 0.594], [1.137, -1.847, -1.408], [1.876, 1.571, -0.658], [2.373, 1.757, 1.111], [-1.535, -0.775, -0.489], [3.137, -0.743, -0.468]],
  "mol_weight_g_mol": 153.22,
  "orbital_gap_ev": 9.077,
  "e_homo_ev": -8.416
}

Most stable pick: #a. Distance to second place: 852.5 kJ/mol.